{"formula": "C8H9F6N2O9ReS2", "method": "ωB97M-V with the def2-TZVPD basis set", "spin_multiplicity": 2, "gap_ev": [8.30, 8.04], "de_lowest_kcal_mol": 1.4, "energy_ev": -69946.83695, "charge": 1, "symbols": ["Re", "O", "C", "C", "N", "C", "C", "O", "O", "C", "C", "O", "O", "H", "H", "H", "H", "H", "H", "H", "H", "H", "F", "C", "F", "F", "S", "O", "O", "N", "S", "O", "O", "C", "F", "F", "F"], "xyz": [[0.040301, -0.274151, -0.539257], [0.877246, 1.467210, 0.255891], [-0.093774, 2.555030, 0.321715], [-0.546227, 2.674289, -1.110163], [-1.028795, 1.327702, -1.561024], [-2.482272, 1.171222, -1.332594], [-2.791062, -0.306551, -1.156118], [-3.868064, -0.786482, -1.252335], [-1.675395, -1.021462, -0.844945], [-0.692332, 1.131781, -3.007768], [0.776986, 0.720668, -3.088158], [1.558895, 1.194026, -3.848795], [1.055980, -0.272739, -2.217845], [1.378519, 1.341298, 1.078993], [0.402784, 3.454262, 0.679363], [-0.891920, 2.265209, 1.006767], [0.294441, 2.960118, -1.741799], [-1.340715, 3.409883, -1.232099], [-3.053943, 1.567125, -2.172643], [-2.782301, 1.707012, -0.431803], [-0.892505, 2.038944, -3.574987], [-1.306353, 0.312362, -3.385060], [-0.160433, 0.367758, 4.465927], [0.646300, -0.516403, 3.906021], [1.137164, -1.340767, 4.802678], [1.644906, 0.127776, 3.286527], [-0.320033, -1.457440, 2.644186], [-0.599426, -0.411418, 1.632589], [-1.415847, -2.065877, 3.289477], [0.752281, -2.512598, 2.107401], [1.321219, -2.333476, 0.692926], [1.862012, -0.954885, 0.439809], [0.390987, -2.570309, -0.416603], [2.725043, -3.551054, 0.596162], [3.596598, -3.244118, 1.531221], [3.247917, -3.422253, -0.600961], [2.231817, -4.751684, 0.777294]], "forces_ev_per_angstrom": [[-0.103, -0.172, -0.243], [0.020, 0.070, -0.033], [0.026, 0.071, -0.068], [0.009, -0.137, 0.067], [0.163, -0.075, 0.042], [0.029, -0.111, -0.077], [-0.135, 0.030, -0.033], [0.067, -0.019, -0.003], [0.078, 0.136, -0.007], [0.017, -0.020, 0.229], [-0.089, -0.180, -0.126], [0.058, -0.002, -0.030], [-0.395, 0.481, 0.309], [-0.086, -0.068, 0.060], [0.037, -0.001, -0.038], [0.006, 0.007, -0.002], [0.035, 0.016, 0.049], [0.014, 0.027, 0.012], [-0.007, 0.020, 0.026], [0.039, -0.067, 0.065], [0.015, -0.010, -0.024], [0.031, 0.006, -0.068], [0.053, -0.011, 0.002], [-0.025, -0.070, 0.029], [-0.015, 0.070, -0.021], [-0.010, 0.008, -0.001], [-0.013, -0.010, -0.044], [-0.040, 0.085, -0.175], [-0.015, 0.023, 0.003], [0.021, -0.006, 0.084], [-0.032, 0.238, -0.249], [0.125, -0.290, 0.057], [0.106, -0.062, 0.159], [-0.004, 0.058, 0.048], [0.011, 0.000, 0.008], [0.013, -0.006, -0.012], [-0.003, -0.030, 0.003]]}



{"formula": "C8H9FI2O", "method": "ωB97M-V with the def2-TZVPD basis set", "spin_multiplicity": 1, "gap_ev": 8.12, "de_lowest_kcal_mol": 0.0, "energy_ev": -29405.98201, "symbols": ["C", "C", "C", "C", "C", "C", "C", "C", "O", "F", "I", "I", "H", "H", "H", "H", "H", "H", "H", "H", "H"], "xyz": [[-0.214704, 1.336750, 0.434125], [-1.580752, 1.673605, 0.529076], [-0.146803, 0.039063, -0.025642], [-2.272916, 0.645547, -0.073570], [3.478973, -1.125114, -0.144761], [0.997782, -0.843492, -0.425641], [2.181272, -0.559420, 0.481041], [-3.750944, 0.466652, -0.392459], [-1.379818, -0.320462, -0.474762], [-3.970150, 0.785208, -1.729238], [-5.048825, 1.965778, 0.636704], [-4.441289, -1.620614, -0.003388], [0.562322, 1.895281, 0.809917], [-1.945566, 2.704061, 0.661601], [3.579764, -2.121969, -0.064825], [3.571763, -0.804566, -1.190242], [4.401154, -0.730141, 0.268708], [0.652501, -1.902909, -0.248307], [1.120959, -0.791976, -1.486632], [2.281545, 0.489747, 0.851464], [1.923722, -1.181031, 1.586834]], "forces_ev_per_angstrom": [[-0.950, -2.421, 0.229], [-1.008, 0.617, -1.651], [-0.179, 1.410, -1.401], [-0.217, 0.475, 0.298], [-0.057, 4.084, -0.209], [-1.724, -0.866, 1.829], [0.472, -1.905, 3.013], [0.296, 0.492, -0.319], [-0.827, -0.272, 1.048], [0.139, -0.760, 0.736], [0.790, -0.926, -0.263], [0.365, 1.219, -0.270], [1.594, 1.094, 0.657], [-0.051, -0.929, 0.509], [-0.094, -3.617, 0.051], [-0.359, -0.292, 0.003], [-0.020, 0.293, 0.608], [0.394, 0.887, -0.191], [0.648, 0.402, -0.708], [-0.074, -0.739, -0.834], [0.860, 1.753, -3.136]]}



Q: Which formula does entry 2 have?
A: C8H9FI2O